1.
Entry from OMol25: a molecular structure, C16H33CuF12N5O11S4 at a distorted geometry (ωB97M-V/def2-TZVPD).

Cartesian coordinates (Å):
Cu1 -0.041 -0.387 -1.032
C1 -0.619 4.110 -0.443
F1 -1.253 4.412 0.689
F2 -0.780 5.100 -1.234
F3 0.673 3.904 -0.173
S1 -1.185 2.522 -1.254
O1 -1.296 1.664 -0.082
O2 -2.410 2.926 -1.930
N1 -0.015 1.844 -2.137
S2 0.690 2.565 -3.367
O3 0.930 1.554 -4.338
O4 0.246 3.857 -3.686
C2 2.473 2.945 -2.848
F4 2.651 2.731 -1.509
F5 3.314 2.269 -3.585
F6 2.650 4.234 -3.046
C3 -0.112 -4.326 -3.341
F7 0.501 -4.344 -4.529
F8 -1.100 -3.510 -3.373
F9 -0.501 -5.539 -3.097
S3 1.010 -3.875 -1.982
O5 -0.012 -3.977 -0.927
O6 2.225 -4.607 -1.970
N2 1.291 -2.351 -2.228
S4 2.639 -1.589 -2.534
O7 2.290 -0.185 -2.372
O8 3.956 -2.007 -2.150
C4 2.810 -1.690 -4.360
F10 3.006 -2.975 -4.655
F11 1.708 -1.284 -4.893
F12 3.780 -1.022 -4.907
C5 0.320 1.929 4.891
C6 -0.578 1.464 3.760
C7 -2.028 1.874 3.920
O9 -2.717 1.273 2.837
C8 -4.027 1.789 2.679
N3 -0.054 1.983 2.567
H1 0.344 3.058 4.838
H2 1.319 1.500 4.680
H3 0.000 1.570 5.858
H4 -0.515 0.376 3.777
H5 -2.101 2.976 3.861
H6 -2.432 1.567 4.882
H7 -4.649 1.441 3.550
H8 -4.477 1.368 1.761
H9 -4.036 2.873 2.644
H10 -0.603 1.893 1.696
H11 0.399 2.878 2.608
C9 3.814 0.207 0.819
C10 2.546 -0.571 0.841
C11 2.154 -1.116 2.242
O10 0.834 -1.527 2.499
C12 0.744 -2.148 3.813
N4 1.444 0.258 0.268
H12 3.617 1.053 1.493
H13 4.012 0.633 -0.155
H14 4.753 -0.205 1.171
H15 2.706 -1.456 0.167
H16 2.438 -0.336 2.946
H17 2.832 -1.967 2.412
H18 -0.269 -2.054 4.228
H19 1.462 -1.636 4.467
H20 1.053 -3.178 3.692
H21 1.082 0.733 1.065
H22 1.838 1.007 -0.297
C13 -3.418 -2.293 0.882
C14 -2.315 -2.003 -0.163
C15 -2.784 -1.045 -1.323
O11 -1.637 -0.748 -2.144
C16 -1.942 -0.267 -3.466
N5 -1.036 -1.391 0.387
H23 -2.873 -2.622 1.748
H24 -4.120 -3.041 0.515
H25 -3.973 -1.338 1.133
H26 -1.928 -2.886 -0.656
H27 -3.122 -0.096 -0.824
H28 -3.647 -1.415 -1.920
H29 -2.591 0.586 -3.396
H30 -2.396 -1.102 -4.018
H31 -0.974 -0.003 -3.959
H32 -0.608 -2.124 0.929
H33 -1.384 -0.688 1.090

Summary:
LUMO energy (alpha / beta) = 0.0078 / -0.0713 Ha
2S+1 = 2
HOMO-LUMO gap (alpha / beta) = 9.73 / 7.57 eV
ΔE to the lowest compared entry with this formula, charge and spin = 0.0 kcal per mole

2.
Entry from OMol25: 3 unconnected molecules or ions with the total composition C16H33F2IO10S (ωB97M-V/def2-TZVPD).

Cartesian coordinates (Å):
C1 -6.410 -3.439 3.595
C2 -5.567 -4.289 2.625
C3 -5.076 -3.634 1.312
I1 -5.509 -5.007 -0.314
O1 -5.717 -2.409 0.964
S1 -4.839 -1.133 1.350
O2 -4.964 -0.820 2.723
O3 -5.030 -0.158 0.355
O4 -3.442 -1.872 1.157
C4 -3.538 -3.265 1.269
F1 -2.897 -3.663 2.380
F2 -2.861 -3.763 0.225
H1 -5.952 -3.414 4.581
H2 -7.403 -3.868 3.696
H3 -6.523 -2.411 3.281
H4 -6.167 -5.147 2.346
H5 -4.692 -4.688 3.127
C5 -0.687 0.298 -0.408
O5 -1.286 1.087 -1.405
C6 -2.592 1.520 -1.057
C7 -2.933 2.822 -1.742
O6 -2.308 3.960 -1.171
C8 -0.948 4.192 -1.491
C9 -0.724 4.781 -2.865
O7 -0.850 3.794 -3.871
C10 -1.145 4.335 -5.135
H6 -1.226 -0.646 -0.257
H7 0.327 0.074 -0.734
H8 -0.641 0.835 0.548
H9 -2.673 1.660 0.028
H10 -3.318 0.757 -1.360
H11 -4.003 2.987 -1.601
H12 -2.735 2.752 -2.814
H13 -0.344 3.290 -1.365
H14 -0.613 4.936 -0.765
H15 0.286 5.213 -2.898
H16 -1.448 5.589 -3.033
H17 -2.065 4.932 -5.109
H18 -1.283 3.502 -5.822
H19 -0.330 4.968 -5.507
C11 8.075 0.546 -0.455
O8 6.705 0.238 -0.370
C12 6.348 -0.910 -1.116
C13 5.107 -1.563 -0.552
O9 5.327 -2.298 0.640
C14 5.442 -1.568 1.849
C15 4.124 -1.081 2.408
O10 3.660 0.051 1.699
C16 2.269 0.237 1.813
H20 8.370 0.810 -1.478
H21 8.257 1.401 0.193
H22 8.695 -0.294 -0.119
H23 7.169 -1.637 -1.112
H24 6.146 -0.625 -2.158
H25 4.774 -2.304 -1.282
H26 4.312 -0.823 -0.427
H27 6.141 -0.734 1.751
H28 5.854 -2.280 2.567
H29 4.268 -0.820 3.466
H30 3.388 -1.894 2.352
H31 1.723 -0.650 1.469
H32 2.001 1.082 1.182
H33 1.972 0.457 2.845

Summary:
LUMO energy = -0.0167 Ha
Structure (SMILES) = CC[C@@]1(I)OS(=O)(=O)OC1(F)F.COCCOCCOC.COCCOCCOC
HOMO-LUMO gap = 8.61 eV

3.
Entry from OMol25: 3 unconnected molecules or ions with the total composition C16H33F5NO10P2 at a distorted geometry (ωB97M-V/def2-TZVPD).

Cartesian coordinates (Å):
N1 1.944 -4.426 -2.172
C1 1.533 -5.339 -3.339
C2 1.890 -6.937 -3.053
O1 1.930 -7.429 -1.784
O2 2.188 -7.905 -4.139
C3 0.003 -5.085 -3.869
F1 -0.302 -5.745 -5.187
F2 -0.110 -3.605 -4.147
C4 -1.180 -5.500 -2.813
F3 -1.959 -4.240 -2.540
F4 -0.708 -5.995 -1.500
F5 -2.135 -6.428 -3.507
H1 1.086 -4.134 -1.644
H2 2.634 -4.925 -1.562
H3 2.254 -5.023 -4.237
O3 -4.362 2.493 -2.842
P1 -3.329 1.412 -2.441
O4 -2.153 2.497 -2.012
C5 -2.263 3.125 -0.748
C6 -1.880 2.171 0.368
O5 -2.787 1.145 -3.994
C7 -3.675 1.298 -5.092
C8 -3.493 2.665 -5.732
O6 -2.174 0.203 -1.993
C9 -2.723 -1.086 -1.766
C10 -3.240 -1.720 -3.044
H4 -3.276 3.510 -0.603
H5 -1.579 3.980 -0.747
H6 -2.610 1.359 0.451
H7 -1.841 2.694 1.327
H8 -0.907 1.712 0.172
H9 -4.714 1.129 -4.786
H10 -3.432 0.520 -5.825
H11 -3.569 3.474 -5.001
H12 -4.241 2.828 -6.514
H13 -2.496 2.742 -6.181
H14 -3.519 -1.013 -1.018
H15 -1.926 -1.709 -1.347
H16 -4.124 -1.191 -3.414
H17 -3.521 -2.764 -2.871
H18 -2.484 -1.683 -3.834
O7 2.942 0.704 3.015
P2 2.614 1.526 4.286
O8 1.002 1.680 3.937
C11 0.158 0.575 4.208
C12 -0.109 0.448 5.696
O9 3.090 2.987 3.641
C13 4.139 3.033 2.684
C14 3.566 3.098 1.277
O10 2.247 2.444 5.705
C15 3.226 2.368 6.731
C16 4.520 3.054 6.338
H19 0.598 -0.343 3.811
H20 -0.787 0.748 3.682
H21 0.806 0.176 6.233
H22 -0.860 -0.322 5.890
H23 -0.457 1.399 6.113
H24 4.821 2.184 2.805
H25 4.724 3.939 2.879
H26 2.846 2.297 1.090
H27 4.364 3.033 0.531
H28 3.027 4.042 1.131
H29 3.403 1.317 6.982
H30 2.807 2.857 7.616
H31 5.028 2.505 5.538
H32 5.203 3.111 7.191
H33 4.330 4.067 5.968

Summary:
Net charge = -1
LUMO energy = -0.0291 Ha
HOMO-LUMO gap = 3.68 eV

What did we get for molecular weight? Answer: 891.25 582.40 556.38 g/mol, in the order shown.